(1)
Entry from the OMol25 dataset: a structure of composition C50H36F2N5O5PS2SeY (ωB97M-V with the def2-TZVPD basis set).

**2S+1**: 2
**⟨S²⟩**: 0.758
**E**: -6354.32214 Ha
**Total charge**: -2
**ΔE to the lowest compared entry with this formula, charge and spin**: 15.3 kJ/mol

Cartesian coordinates (Å):
Y: 1.1839 -1.3281 1.5000
O: -0.2976 0.3738 1.8631
N: 0.0199 1.6351 2.1327
C: -0.9637 2.5437 1.9483
C: -0.7613 3.8741 2.1697
C: 0.5180 4.2909 2.5623
C: 1.5039 3.3608 2.7341
C: 1.2799 1.9765 2.5364
S: 2.4985 0.8194 2.7700
H: -1.8853 2.1080 1.5913
H: -1.5700 4.5706 1.9998
H: 0.7330 5.3424 2.7066
H: 2.5098 3.6459 3.0052
O: -1.7707 -3.3403 3.4339
C: -1.5742 -3.1558 2.2430
O: -0.4377 -2.9548 1.6745
C: -2.7813 -3.2011 1.3032
C: -3.8990 -3.8798 1.7951
C: -5.0405 -4.0377 1.0344
C: -5.0881 -3.4979 -0.2461
C: -3.9958 -2.8046 -0.7324
C: -2.8289 -2.6405 0.0222
P: -1.4646 -1.6029 -0.6924
C: -2.3785 -0.0260 -0.8931
C: -3.4224 0.3367 -0.0430
C: -4.0507 1.5688 -0.1752
C: -3.6451 2.4575 -1.1614
C: -2.5888 2.1168 -1.9956
C: -1.9493 0.8953 -1.8490
C: -1.4527 -2.2749 -2.4089
C: -2.1922 -1.7891 -3.4865
C: -2.1073 -2.3918 -4.7345
C: -1.2875 -3.4953 -4.9229
C: -0.5530 -3.9918 -3.8557
C: -0.6286 -3.3834 -2.6107
H: -3.8293 -4.2778 2.7987
H: -5.8906 -4.5780 1.4346
H: -5.9734 -3.6117 -0.8609
H: -4.0474 -2.3708 -1.7234
H: -3.7525 -0.3457 0.7309
H: -4.8600 1.8309 0.4967
H: -4.1369 3.4175 -1.2702
H: -2.2341 2.8151 -2.7428
H: -1.0946 0.6687 -2.4741
H: -2.8403 -0.9319 -3.3569
H: -2.6826 -1.9925 -5.5617
H: -1.2147 -3.9601 -5.8991
H: 0.0951 -4.8496 -3.9885
H: -0.0437 -3.7799 -1.7882
F: 5.7228 -4.9119 2.3155
C: 4.7216 -4.2062 2.9102
C: 3.9067 -3.3997 2.1478
C: 2.8692 -2.6581 2.7238
C: 2.7286 -2.7410 4.1300
C: 3.5573 -3.5992 4.8466
F: 3.3999 -3.7803 6.1939
C: 4.5629 -4.3473 4.2718
C: 1.7057 -1.9011 4.8045
C: 1.8000 -1.5079 6.1436
C: 0.8157 -0.7108 6.6917
C: -0.2598 -0.3272 5.9074
C: -0.2635 -0.7240 4.5844
N: 0.6949 -1.4683 4.0387
H: 4.1062 -3.3579 1.0850
H: 5.1824 -5.0057 4.8630
H: 2.6489 -1.8090 6.7350
H: 0.8916 -0.3897 7.7244
H: -1.0632 0.2854 6.2939
H: -1.0542 -0.4196 3.9116
Se: 4.2001 2.5013 -0.4974
N: 3.9315 1.4381 -1.9204
C: 3.7184 0.1014 -1.7017
C: 4.5489 -0.8111 -2.3509
C: 4.4866 -2.1791 -2.0982
C: 3.5468 -2.6397 -1.2118
N: 2.6205 -1.8311 -0.6633
C: 2.6679 -0.5048 -0.9187
N: 1.5757 0.1319 -0.3755
H: 5.2986 -0.3951 -3.0136
H: 5.1738 -2.8708 -2.5688
H: 3.4820 -3.6957 -0.9715
O: 1.1243 -4.6103 -0.0073
H: 1.6583 -3.8443 -0.2572
H: 0.5100 -4.2572 0.6594
C: -1.9350 6.3685 -5.1932
C: -0.6356 7.1152 -5.3588
O: -0.1180 7.3080 -6.4234
S: 0.1188 7.7353 -3.8167
C: 0.3281 6.1756 -2.9874
C: 1.3938 5.3365 -3.3193
C: 1.5507 4.1163 -2.6912
C: 0.6365 3.6875 -1.7046
C: -0.4155 4.5572 -1.3628
C: -0.5660 5.7776 -1.9953
C: 0.8151 2.4245 -1.1045
C: 1.2134 1.3270 -0.7585
H: -2.3299 6.1024 -6.1716
H: -2.6432 6.9802 -4.6353
H: -1.7547 5.4686 -4.6040
H: 2.1037 5.6521 -4.0748
H: 2.3914 3.4715 -2.9203
H: -1.1132 4.2526 -0.5937
H: -1.3845 6.4349 -1.7234



(2)
Entry from the OMol25 dataset: a structure of composition C50H36GeN9O4Sc (ωB97M-V with the def2-TZVPD basis set).

**2S+1**: 1
**E**: -5558.49563 Ha
**ΔE to the lowest compared entry with this formula, charge and spin**: 127.9 kJ/mol

Cartesian coordinates (Å):
Sc: -0.2385 0.2994 -1.3677
O: 3.6731 1.8135 -3.6126
C: 2.3760 1.6825 -3.2884
O: 1.8673 2.3470 -2.4121
C: 1.6342 0.6383 -4.0339
C: 2.0247 0.2353 -5.2681
C: 1.1298 -0.6272 -6.0086
C: -0.1049 -0.8749 -5.5275
C: -0.5057 -0.3480 -4.2452
N: 0.4787 0.2643 -3.4228
C: -1.7471 -0.3153 -3.6856
O: -2.9009 -0.8370 -4.2128
O: -1.8994 0.2407 -2.5100
H: 4.0153 2.5415 -3.0722
H: 2.9510 0.5875 -5.6938
H: 1.4332 -1.0183 -6.9706
H: -0.8036 -1.4667 -6.1107
H: -2.7415 -1.0879 -5.1287
C: -5.4603 0.2406 -1.3515
C: -4.4949 -0.2735 -0.4975
N: -3.4848 0.4590 -0.0468
C: -3.4641 1.7291 -0.4481
C: -4.4387 2.2425 -1.2954
N: -5.4362 1.5018 -1.7574
C: -2.3966 2.6077 0.0911
C: -2.7426 3.8114 0.6861
C: -1.7547 4.6078 1.2526
C: -0.4468 4.1520 1.1964
C: -0.1704 2.9502 0.5679
N: -1.1275 2.1868 0.0078
C: 1.1960 2.4053 0.4486
C: 2.3777 3.0723 0.6191
N: 3.5528 2.4768 0.3001
C: 3.5313 1.2544 -0.1539
C: 2.3249 0.4883 -0.2724
N: 1.1910 1.1388 0.0237
C: -2.0895 5.8872 1.9172
C: -1.2644 6.9990 1.7884
C: -1.6201 8.1757 2.4290
N: -2.7134 8.3084 3.1745
C: -3.4977 7.2414 3.2958
C: -3.2363 6.0214 2.6916
H: -6.2691 -0.3840 -1.7095
H: -4.5534 -1.3061 -0.1774
H: -4.3969 3.2756 -1.6222
H: -3.7809 4.1129 0.7161
H: 0.3532 4.7113 1.6611
H: 2.4321 4.0948 0.9671
H: 4.4791 0.7985 -0.4243
H: 3.0077 -1.2834 -1.1719
H: -0.3702 6.9627 1.1801
H: -0.9952 9.0565 2.3343
H: -4.3818 7.3647 3.9111
H: -3.9071 5.1865 2.8469
C: 2.1415 -0.8723 -0.6489
Ge: 1.8364 -1.9120 0.9795
C: 3.5700 -2.4391 1.7422
C: 3.5879 -3.1103 2.9663
C: 4.7826 -3.5035 3.5499
C: 5.9870 -3.2344 2.9119
C: 5.9873 -2.5719 1.6945
C: 4.7854 -2.1764 1.1183
C: 0.9774 -0.7095 2.2710
C: 1.7702 0.0901 3.0929
C: 1.2127 1.1088 3.8550
C: -0.1551 1.3446 3.8099
C: -0.9632 0.5485 3.0100
C: -0.3956 -0.4664 2.2520
C: 0.8309 -3.5942 0.9217
C: 1.1356 -4.5642 -0.0324
C: 0.5273 -5.8113 -0.0038
C: -0.4029 -6.1090 0.9832
C: -0.7148 -5.1571 1.9430
C: -0.0982 -3.9127 1.9124
H: 2.6539 -3.3337 3.4726
H: 4.7759 -4.0215 4.5008
H: 6.9215 -3.5424 3.3634
H: 6.9227 -2.3604 1.1916
H: 4.8050 -1.6552 0.1677
H: 2.8427 -0.0722 3.1283
H: 1.8485 1.7228 4.4810
H: -0.5899 2.1415 4.4009
H: -2.0322 0.7211 2.9662
H: -1.0453 -1.0722 1.6302
H: 1.8661 -4.3505 -0.8067
H: 0.7815 -6.5537 -0.7508
H: -0.8796 -7.0808 1.0071
H: -1.4388 -5.3824 2.7158
H: -0.3420 -3.1861 2.6794
N: -4.2754 -4.6407 0.4318
C: -3.4127 -4.2178 -0.1995
C: -2.3499 -3.6880 -1.0011
C: -1.8741 -4.3643 -2.1270
C: -0.8478 -3.7950 -2.8437
C: -0.3339 -2.5704 -2.4345
N: -0.8087 -1.9098 -1.3681
C: -1.7951 -2.4633 -0.6690
H: -2.3023 -5.3168 -2.4081
H: -0.4309 -4.2825 -3.7134
H: 0.5162 -2.1185 -2.9262
H: -2.1719 -1.9035 0.1759



> Among the records above, which one has the highest 2S+1?

C50H36F2N5O5PS2SeY



> Look up the E of the second one.

-5558.49563 Ha